ORCA calculation (ωB97M-V/def2-TZVPD) on C19H19BrN4O3 in the gas phase.

CARTESIAN COORDINATES (ANGSTROEM)
C1 -0.428 -2.560 -0.197
C2 -0.862 -1.167 0.068
N1 -2.205 -0.834 0.130
C3 -2.221 0.445 0.379
O1 -3.307 1.213 0.507
N2 -0.999 0.985 0.508
C4 -0.093 -0.061 0.287
C5 1.373 0.079 0.287
O2 2.096 -0.674 -0.349
N3 1.908 1.071 1.064
C6 1.304 1.656 2.279
C7 2.570 1.957 3.087
C8 3.511 2.456 1.986
C9 3.368 1.161 1.184
C10 3.813 0.113 2.211
N4 3.190 0.676 3.421
C11 3.117 0.145 4.668
O3 2.519 0.709 5.573
C12 3.816 -1.160 4.857
C13 3.805 -1.739 6.052
C14 4.433 -3.022 6.398
C15 4.002 -3.701 7.535
C16 4.547 -4.928 7.877
C17 5.543 -5.495 7.098
C18 5.981 -4.807 5.978
Br1 7.357 -5.553 4.915
C19 5.445 -3.586 5.621
H1 0.654 -2.644 -0.147
H2 -0.888 -3.238 0.523
H3 -0.752 -2.866 -1.193
H4 -4.073 0.642 0.364
H5 -0.799 1.957 0.655
H6 0.741 2.572 2.078
H7 0.660 0.940 2.789
H8 2.416 2.570 3.967
H9 3.136 3.331 1.457
H10 4.524 2.632 2.342
H11 3.859 1.081 0.221
H12 3.414 -0.869 1.958
H13 4.902 0.056 2.294
H14 4.309 -1.623 4.012
H15 3.255 -1.236 6.842
H16 3.226 -3.263 8.151
H17 4.197 -5.449 8.759
H18 5.979 -6.448 7.359
H19 5.828 -3.068 4.752

Forces on the atoms, in the same order (eV/Å):
C -0.015 -0.107 -0.040
C -0.214 0.026 -0.101
N 0.168 -0.003 0.052
C 0.001 -0.113 0.002
O -0.047 0.065 0.010
N 0.040 -0.002 -0.013
C 0.219 0.223 0.006
C -0.132 -0.196 0.349
O 0.005 -0.009 -0.117
N -0.112 0.230 -0.180
C 0.012 -0.162 0.092
C -0.025 0.139 -0.023
C -0.024 -0.068 0.002
C 0.147 0.038 -0.004
C -0.107 -0.065 -0.003
N 0.099 0.004 0.073
C 0.051 -0.120 -0.096
O -0.038 0.029 0.053
C -0.018 0.105 -0.080
C -0.033 -0.082 0.113
C -0.027 0.037 -0.004
C -0.012 0.009 0.028
C -0.010 -0.020 0.033
C -0.002 0.002 0.003
C 0.005 -0.014 0.009
Br 0.042 -0.024 -0.032
C 0.005 0.015 -0.020
H 0.004 0.001 0.002
H -0.007 0.000 -0.011
H 0.000 -0.014 0.010
H -0.003 -0.012 0.004
H -0.013 -0.014 -0.050
H 0.032 0.021 -0.038
H -0.015 0.031 0.005
H 0.020 -0.027 0.017
H -0.012 -0.011 -0.006
H -0.004 -0.012 0.006
H -0.021 0.027 -0.006
H 0.034 0.002 0.000
H 0.002 0.021 0.003
H 0.004 0.025 -0.013
H 0.008 0.011 -0.016
H 0.000 0.006 -0.008
H 0.000 0.004 -0.003
H 0.002 0.000 -0.005
H -0.008 0.004 -0.002

Results
- HOMO-LUMO gap: 8.5 eV
- DFT total energy: -102157.8145 eV
- 2S+1: 1
- LUMO energy: -0.0009 Eh

=====

ORCA calculation (ωB97M-V/def2-TZVPD) on a molecular structure, C19H19CaF2N at a distorted geometry.

CARTESIAN COORDINATES (ANGSTROEM)
C1 0.883 -1.275 -2.615
C2 0.170 2.002 -2.214
C3 -0.559 -1.227 -2.367
H1 1.090 -1.934 -3.476
C4 -1.100 1.820 -1.845
H2 0.781 2.740 -1.672
H3 -0.970 -2.121 -1.872
H4 -1.484 2.357 -0.976
C5 -1.526 -0.425 -3.102
H5 -2.420 -1.062 -3.250
H6 -1.135 -0.186 -4.103
C6 1.677 0.050 -2.885
H7 2.393 -0.160 -3.688
H8 2.287 0.309 -1.997
C7 0.892 1.296 -3.322
H9 0.244 1.102 -4.190
H10 1.656 2.009 -3.673
C8 -2.091 0.891 -2.467
H11 -2.662 1.392 -3.268
H12 -2.817 0.627 -1.680
Ca1 1.460 -0.743 0.293
H13 1.385 -1.870 -1.776
F1 1.124 4.509 2.771
C9 0.829 3.158 2.770
C10 0.591 2.528 1.541
C11 0.462 1.162 1.587
C12 0.246 0.412 2.746
C13 0.483 1.136 3.950
F2 0.459 0.479 5.172
C14 0.811 2.482 3.984
C15 -0.120 -1.034 2.680
C16 -0.183 -1.921 3.748
C17 -0.447 -3.268 3.523
C18 -0.721 -3.715 2.232
C19 -0.674 -2.805 1.186
N1 -0.302 -1.525 1.416
H14 0.539 3.117 0.625
H15 1.026 2.984 4.926
H16 0.039 -1.547 4.741
H17 -0.456 -3.955 4.364
H18 -0.954 -4.752 2.029
H19 -0.908 -3.041 0.154

Forces on the atoms, in the same order (eV/Å):
C 0.260 -0.314 -0.655
C -0.427 0.146 0.440
C 0.222 -0.313 3.142
H 0.664 -0.141 -0.220
C 0.239 0.241 -0.050
H -0.262 -0.330 -0.062
H 0.269 0.136 -0.440
H 0.272 0.091 -0.187
C -0.822 0.262 -0.448
H 0.190 0.301 -0.214
H -0.360 -0.001 -0.078
C -0.210 -0.561 -0.074
H 0.141 -0.035 0.267
H -0.017 0.274 -0.092
C 0.470 0.510 -0.218
H 0.303 -0.080 0.407
H -0.173 -0.193 -0.105
C -0.073 -0.437 -0.155
H 0.060 0.139 0.287
H 0.173 -0.039 -0.276
Ca -1.407 1.391 -1.760
H 0.166 0.120 -0.357
F -0.304 -1.168 0.247
C -0.167 0.896 -0.847
C 0.512 0.870 1.623
C -0.307 -1.902 -2.068
C 0.759 1.181 1.603
C -0.116 -0.775 0.177
F -0.080 0.589 -0.689
C -0.075 -0.214 0.131
C 0.406 -0.479 -1.112
C 0.056 -0.139 0.609
C -0.097 0.377 -0.170
C -0.184 -0.192 -0.158
C 0.473 0.847 1.115
N -0.712 -0.454 0.690
H 0.375 -0.214 0.160
H -0.116 -0.151 -0.286
H -0.187 -0.226 -0.120
H 0.009 0.037 -0.129
H -0.067 0.036 0.082
H 0.142 -0.083 -0.010

Results
- HOMO-LUMO gap (alpha / beta): 3.3 / 3.3 eV
- DFT total energy: -45369.7669 eV
- 2S+1: 1
- LUMO energy (alpha / beta): -0.0461 / -0.0461 Eh

=====

ORCA calculation (ωB97M-V/def2-TZVPD) on a molecular structure, C19H19Cl3N5OPtS.

CARTESIAN COORDINATES (ANGSTROEM)
Pt1 1.616 -0.643 -0.085
N1 0.254 -2.321 0.305
C1 -0.223 -2.839 -0.956
C2 -1.161 -3.827 -1.050
C3 -1.582 -4.305 -2.308
C4 -1.052 -3.784 -3.453
C5 -0.085 -2.755 -3.390
C6 0.488 -2.166 -4.541
C7 1.394 -1.158 -4.400
C8 1.745 -0.724 -3.111
N2 1.247 -1.260 -2.017
C9 0.328 -2.277 -2.131
H1 0.745 -3.034 0.835
H2 -0.496 -1.948 0.887
H3 -1.578 -4.251 -0.145
H4 -2.324 -5.089 -2.356
H5 -1.363 -4.148 -4.423
H6 0.191 -2.521 -5.520
H7 1.847 -0.676 -5.254
H8 2.435 0.097 -2.980
C10 4.263 0.780 -0.209
C11 2.801 0.865 -0.594
O1 2.382 1.820 -1.222
H9 4.770 1.724 -0.405
H10 4.723 -0.008 -0.813
H11 4.380 0.479 0.832
Cl1 1.400 3.964 0.934
C12 0.036 3.917 -0.200
Cl2 -1.275 4.948 0.431
Cl3 0.535 4.460 -1.786
C13 -0.498 2.555 -0.279
N3 -0.991 1.525 -0.364
C14 -1.178 3.532 4.152
C15 -1.159 2.218 3.451
C16 -2.259 1.503 3.067
C17 -2.060 0.288 2.395
N4 -0.848 -0.191 2.131
C18 0.221 0.529 2.462
S1 1.842 0.092 2.106
N5 0.049 1.699 3.139
C19 -3.211 -0.532 1.919
H12 -2.199 3.845 4.351
H13 -0.693 4.287 3.530
H14 -0.637 3.468 5.097
H15 -3.252 1.874 3.271
H16 0.889 2.229 3.338
H17 -4.167 -0.113 2.222
H18 -3.122 -1.548 2.305
H19 -3.169 -0.582 0.829

Forces on the atoms, in the same order (eV/Å):
Pt 0.008 0.071 -0.025
N -0.017 -0.043 0.007
C -0.006 -0.034 -0.009
C 0.041 0.026 0.038
C 0.005 0.010 -0.040
C -0.008 -0.016 0.004
C 0.017 0.023 0.055
C 0.013 0.017 -0.014
C -0.030 -0.029 -0.023
C -0.008 0.004 0.013
N 0.001 -0.006 -0.049
C 0.015 0.025 -0.011
H -0.044 -0.026 0.003
H 0.045 0.043 0.017
H -0.003 -0.005 -0.006
H 0.002 -0.004 -0.002
H -0.006 -0.001 0.002
H 0.003 0.006 -0.003
H -0.001 -0.007 -0.005
H -0.013 -0.010 0.018
C -0.004 -0.037 -0.121
C -0.051 0.169 0.023
O 0.079 -0.212 0.066
H -0.009 0.006 0.026
H 0.007 0.008 0.012
H -0.009 0.046 0.008
Cl 0.019 -0.014 0.021
C 0.003 0.047 0.118
Cl 0.003 0.007 -0.011
Cl -0.009 0.017 -0.044
C 0.105 0.180 -0.156
N -0.113 -0.232 0.056
C 0.018 0.004 -0.017
C -0.039 -0.013 0.013
C 0.005 0.023 0.001
C 0.010 -0.017 0.001
N -0.010 0.058 -0.004
C -0.035 -0.056 0.027
S -0.001 -0.009 0.029
N 0.047 -0.007 -0.025
C 0.001 -0.019 0.007
H -0.006 -0.001 -0.001
H -0.005 -0.002 0.016
H 0.001 0.001 0.000
H -0.001 -0.004 0.001
H -0.007 -0.001 -0.009
H -0.004 -0.003 0.000
H -0.004 0.007 -0.006
H -0.007 0.011 0.000

Results
- HOMO-LUMO gap: 7.4 eV
- DFT total energy: -81154.8298 eV
- Net charge: +1
- 2S+1: 1
- LUMO energy: -0.1165 Eh

=====

ORCA calculation (ωB97M-V/def2-TZVPD) on C19H19ClN4O3S in the gas phase at a distorted geometry.

CARTESIAN COORDINATES (ANGSTROEM)
O1 1.961 0.758 -1.661
C1 1.371 1.442 -0.841
C2 2.109 2.342 0.141
C3 3.541 1.846 0.395
N1 3.661 0.394 0.314
C4 4.632 -0.078 -0.557
O2 5.474 0.631 -1.055
N2 4.621 -1.432 -0.799
C5 3.681 -2.273 -0.281
C6 3.518 -3.656 -0.520
C7 2.469 -4.162 0.183
S1 1.659 -2.995 1.145
C8 2.752 -1.769 0.605
C9 2.699 -0.375 0.960
O3 1.898 0.114 1.734
N3 0.018 1.432 -0.775
C10 -0.820 2.086 0.205
C11 -1.279 1.031 1.227
N4 -2.014 -0.027 0.568
C12 -3.383 0.056 0.396
C13 -4.131 1.182 0.765
C14 -5.505 1.199 0.634
C15 -6.195 0.112 0.128
C16 -5.461 -1.006 -0.229
Cl1 -6.283 -2.401 -0.847
C17 -4.089 -1.051 -0.097
C18 -1.183 -0.663 -0.432
C19 -0.698 0.373 -1.461
H1 1.578 2.358 1.089
H2 2.155 3.355 -0.265
H3 3.864 2.175 1.387
H4 4.230 2.239 -0.355
H5 5.300 -1.766 -1.469
H6 4.143 -4.233 -1.177
H7 2.118 -5.175 0.188
H8 -0.303 2.910 0.688
H9 -1.692 2.490 -0.324
H10 -1.879 1.474 2.019
H11 -0.388 0.581 1.680
H12 -3.645 2.064 1.150
H13 -6.051 2.085 0.923
H14 -7.266 0.128 0.017
H15 -3.574 -1.961 -0.357
H16 -1.722 -1.455 -0.945
H17 -0.315 -1.098 0.075
H18 -0.018 -0.086 -2.180
H19 -1.556 0.802 -1.989

Forces on the atoms, in the same order (eV/Å):
O 0.296 -0.056 -0.208
C -0.107 0.460 0.062
C 0.088 -0.257 0.062
C -0.057 0.317 -0.066
N 0.029 0.066 0.377
C 0.208 -0.237 -0.039
O 0.177 0.200 -0.208
N 0.164 -0.218 -0.303
C -0.680 0.362 0.671
C -0.009 -0.147 -0.024
C -0.118 0.390 0.177
S 0.377 0.091 -0.186
C 0.017 -0.592 -0.220
C 0.407 -0.367 -0.147
O -0.125 0.104 0.165
N -0.305 -0.030 -0.198
C -0.072 -0.001 0.464
C 0.008 0.378 0.032
N 0.187 -0.156 0.297
C -0.412 0.002 0.051
C 0.225 0.073 0.034
C -0.110 -0.129 -0.059
C -0.075 0.001 0.015
C 0.122 0.225 0.050
Cl -0.097 -0.157 -0.063
C 0.002 -0.018 -0.100
C 0.126 0.075 -0.430
C 0.060 -0.452 -0.195
H 0.013 0.134 -0.134
H -0.024 0.023 -0.004
H -0.008 0.032 -0.135
H -0.120 -0.064 0.235
H -0.065 0.190 0.127
H 0.105 -0.150 -0.121
H -0.036 -0.226 -0.031
H -0.016 0.001 -0.044
H 0.076 0.044 0.083
H 0.007 -0.013 0.013
H -0.107 0.108 -0.008
H 0.085 0.058 0.018
H -0.042 0.078 0.025
H -0.103 -0.028 -0.022
H 0.032 -0.083 -0.003
H 0.045 -0.027 0.049
H -0.042 -0.032 -0.109
H -0.149 0.064 0.041
H 0.022 -0.035 0.007

Results
- HOMO-LUMO gap: 8.0 eV
- DFT total energy: -55474.0219 eV
- 2S+1: 1
- LUMO energy: 0.0092 Eh

=====

ORCA calculation (ωB97M-V/def2-TZVPD) on a molecular structure, C19H19ClN7O6PPdS2.

CARTESIAN COORDINATES (ANGSTROEM)
Pd1 0.234 0.649 0.040
C1 4.438 -1.819 2.490
N1 3.588 -0.742 1.976
C2 3.918 0.586 1.968
C3 2.893 1.255 1.370
N2 1.949 0.326 1.031
C4 2.383 -0.876 1.396
P1 1.535 -2.425 0.978
C5 -0.145 -1.893 1.467
N3 -0.753 -0.779 1.051
C6 -2.068 -0.843 1.421
C7 -2.252 -2.019 2.080
N4 -1.046 -2.663 2.099
C8 -0.811 -3.989 2.678
C9 1.288 -2.051 -0.787
N5 0.743 -0.941 -1.291
C10 0.664 -1.098 -2.644
C11 1.180 -2.320 -2.960
N6 1.567 -2.906 -1.791
C12 2.195 -4.224 -1.679
H1 5.194 -1.378 3.132
H2 4.926 -2.338 1.668
H3 3.843 -2.516 3.073
H4 4.844 0.947 2.382
H5 2.779 2.303 1.157
H6 -2.785 -0.076 1.193
H7 -3.134 -2.440 2.531
H8 -1.642 -4.225 3.336
H9 0.107 -3.983 3.258
H10 -0.754 -4.739 1.892
H11 0.250 -0.349 -3.294
H12 1.296 -2.807 -3.913
H13 2.107 -4.723 -2.639
H14 1.689 -4.820 -0.924
H15 3.249 -4.121 -1.428
O1 -3.520 0.298 -1.806
S1 -2.666 1.424 -1.973
O2 -1.952 1.661 -3.171
N7 -1.549 1.336 -0.618
C13 -1.723 2.330 0.205
S2 -0.567 2.266 1.483
C14 -2.781 3.271 -0.117
C15 -3.199 4.398 0.572
C16 -4.239 5.138 0.024
C17 -4.836 4.756 -1.173
C18 -4.419 3.621 -1.868
C19 -3.386 2.902 -1.314
H16 -2.729 4.697 1.500
H17 -4.588 6.027 0.531
H18 -5.640 5.355 -1.579
H19 -4.885 3.330 -2.800
O3 1.173 2.242 -0.727
Cl1 1.885 2.243 -2.132
O4 0.900 1.870 -3.078
O5 2.315 3.576 -2.246
O6 2.936 1.295 -2.028

Forces on the atoms, in the same order (eV/Å):
Pd 0.115 -0.128 -0.034
C 0.013 -0.017 -0.010
N -0.011 0.036 0.014
C 0.001 -0.014 0.001
C -0.038 0.008 0.048
N 0.096 -0.025 -0.009
C 0.026 -0.027 -0.069
P -0.082 0.027 0.042
C 0.017 -0.061 -0.148
N 0.109 -0.175 0.164
C 0.011 0.034 0.040
C 0.001 -0.002 0.010
N -0.012 0.013 0.021
C 0.001 -0.019 0.001
C 0.071 -0.022 -0.045
N 0.085 0.112 0.079
C -0.072 0.058 0.036
C -0.014 0.005 -0.019
N -0.058 0.015 -0.003
C 0.022 -0.014 -0.001
H -0.006 0.001 0.007
H 0.002 0.009 -0.003
H -0.004 0.002 -0.002
H 0.000 -0.001 0.001
H 0.000 -0.005 0.001
H 0.010 0.018 0.000
H 0.000 0.000 0.000
H 0.002 0.006 0.004
H 0.001 0.002 -0.003
H -0.005 0.004 -0.003
H 0.009 0.110 -0.015
H 0.009 -0.005 0.004
H -0.006 0.000 0.001
H -0.002 0.005 0.001
H -0.001 0.008 -0.005
O -0.029 0.016 -0.047
S 0.016 -0.158 0.329
O 0.097 -0.050 -0.054
N -0.027 0.348 -0.363
C 0.072 0.065 0.142
S -0.139 0.089 -0.128
C -0.054 -0.019 -0.017
C 0.011 -0.015 -0.023
C -0.014 0.002 -0.020
C -0.008 0.016 0.010
C 0.019 0.005 0.021
C -0.057 -0.020 -0.025
H -0.001 0.002 0.000
H 0.003 -0.001 0.004
H 0.000 -0.001 -0.001
H 0.003 -0.001 -0.002
O -0.290 -0.017 0.048
Cl 0.104 -0.068 -0.037
O -0.054 -0.034 0.001
O 0.045 -0.041 0.039
O 0.014 -0.075 0.016

Results
- HOMO-LUMO gap: 7.2 eV
- DFT total energy: -89665.5833 eV
- Net charge: +2
- 2S+1: 1
- LUMO energy: -0.2914 Eh

=====

What did the first record say?
ORCA calculation (ωB97M-V/def2-TZVPD) on C19H19BrN4O3 in the gas phase.

CARTESIAN COORDINATES (ANGSTROEM)
C1 -0.428 -2.560 -0.197
C2 -0.862 -1.167 0.068
N1 -2.205 -0.834 0.130
C3 -2.221 0.445 0.379
O1 -3.307 1.213 0.507
N2 -0.999 0.985 0.508
C4 -0.093 -0.061 0.287
C5 1.373 0.079 0.287
O2 2.096 -0.674 -0.349
N3 1.908 1.071 1.064
C6 1.304 1.656 2.279
C7 2.570 1.957 3.087
C8 3.511 2.456 1.986
C9 3.368 1.161 1.184
C10 3.813 0.113 2.211
N4 3.190 0.676 3.421
C11 3.117 0.145 4.668
O3 2.519 0.709 5.573
C12 3.816 -1.160 4.857
C13 3.805 -1.739 6.052
C14 4.433 -3.022 6.398
C15 4.002 -3.701 7.535
C16 4.547 -4.928 7.877
C17 5.543 -5.495 7.098
C18 5.981 -4.807 5.978
Br1 7.357 -5.553 4.915
C19 5.445 -3.586 5.621
H1 0.654 -2.644 -0.147
H2 -0.888 -3.238 0.523
H3 -0.752 -2.866 -1.193
H4 -4.073 0.642 0.364
H5 -0.799 1.957 0.655
H6 0.741 2.572 2.078
H7 0.660 0.940 2.789
H8 2.416 2.570 3.967
H9 3.136 3.331 1.457
H10 4.524 2.632 2.342
H11 3.859 1.081 0.221
H12 3.414 -0.869 1.958
H13 4.902 0.056 2.294
H14 4.309 -1.623 4.012
H15 3.255 -1.236 6.842
H16 3.226 -3.263 8.151
H17 4.197 -5.449 8.759
H18 5.979 -6.448 7.359
H19 5.828 -3.068 4.752

Forces on the atoms, in the same order (eV/Å):
C -0.015 -0.107 -0.040
C -0.214 0.026 -0.101
N 0.168 -0.003 0.052
C 0.001 -0.113 0.002
O -0.047 0.065 0.010
N 0.040 -0.002 -0.013
C 0.219 0.223 0.006
C -0.132 -0.196 0.349
O 0.005 -0.009 -0.117
N -0.112 0.230 -0.180
C 0.012 -0.162 0.092
C -0.025 0.139 -0.023
C -0.024 -0.068 0.002
C 0.147 0.038 -0.004
C -0.107 -0.065 -0.003
N 0.099 0.004 0.073
C 0.051 -0.120 -0.096
O -0.038 0.029 0.053
C -0.018 0.105 -0.080
C -0.033 -0.082 0.113
C -0.027 0.037 -0.004
C -0.012 0.009 0.028
C -0.010 -0.020 0.033
C -0.002 0.002 0.003
C 0.005 -0.014 0.009
Br 0.042 -0.024 -0.032
C 0.005 0.015 -0.020
H 0.004 0.001 0.002
H -0.007 0.000 -0.011
H 0.000 -0.014 0.010
H -0.003 -0.012 0.004
H -0.013 -0.014 -0.050
H 0.032 0.021 -0.038
H -0.015 0.031 0.005
H 0.020 -0.027 0.017
H -0.012 -0.011 -0.006
H -0.004 -0.012 0.006
H -0.021 0.027 -0.006
H 0.034 0.002 0.000
H 0.002 0.021 0.003
H 0.004 0.025 -0.013
H 0.008 0.011 -0.016
H 0.000 0.006 -0.008
H 0.000 0.004 -0.003
H 0.002 0.000 -0.005
H -0.008 0.004 -0.002

Results
- HOMO-LUMO gap: 8.5 eV
- DFT total energy: -102157.8145 eV
- 2S+1: 1
- LUMO energy: -0.0009 Eh